DFT (the ωB97M-V functional and the def2-TZVPD basis) results for C17H22N5O6RhSi as an isolated structure in a non-equilibrium geometry.

Structure (XYZ):
```
52
Properties=species:S:1:pos:R:3
Rh 0.761 -0.238 -0.375
O 2.426 -3.012 -2.983
C 2.345 -2.049 -2.075
O 1.769 -2.204 -1.016
C 3.015 -0.753 -2.492
O 2.962 0.215 -1.475
C 4.038 0.224 -0.561
C 3.549 0.182 0.959
O 4.436 0.253 1.780
O 2.314 0.095 1.118
H 1.940 -3.805 -2.696
H 2.446 -0.348 -3.339
H 4.042 -0.949 -2.819
H 4.598 1.159 -0.663
H 4.715 -0.622 -0.701
C 0.302 3.521 -0.790
C -0.335 2.834 0.372
C -0.908 3.515 1.444
C -1.507 2.779 2.462
C -1.538 1.403 2.405
C -0.929 0.764 1.309
N -0.370 1.514 0.328
N -0.828 -0.546 1.073
Si -1.152 -1.881 2.134
C -0.105 -1.725 3.721
C -3.024 -1.952 2.538
C -0.634 -3.437 1.164
H 0.952 4.325 -0.457
H -0.468 3.949 -1.434
H 0.875 2.793 -1.367
H -0.895 4.592 1.467
H -1.953 3.292 3.301
H -1.989 0.812 3.184
H -0.469 -0.944 4.380
H 0.921 -1.481 3.459
H -0.101 -2.657 4.278
H -3.299 -1.236 3.305
H -3.294 -2.936 2.904
H -3.635 -1.745 1.665
H 0.281 -3.250 0.609
H -1.393 -3.772 0.464
H -0.443 -4.255 1.850
N -2.279 -0.465 -1.729
C -1.362 0.209 -2.464
O -0.144 -0.073 -2.366
C -1.836 1.220 -3.363
C -3.155 1.657 -3.320
N -4.243 2.033 -3.255
C -0.965 1.850 -4.249
N -0.252 2.378 -4.983
H -1.932 -1.036 -0.966
H -3.249 -0.198 -1.733
```

Calculated values
Calculated total energy, Eh: -1786.2946
M, g/mol: 523.38
E_LUMO (alpha / beta), Eh: -0.0882 / -0.0882
Orbital gap (alpha / beta), eV: 5.5394 / 5.5384
Spin multiplicity: 1
HOMO energy (alpha / beta), eV: -7.94 / -7.94

DFT (the ωB97M-V functional and the def2-TZVPD basis) results for one molecule with the formula C2H4N2O2 in a non-equilibrium geometry.

Structure (XYZ):
```
10
Properties=species:S:1:pos:R:3
N 1.767 -0.133 -0.014
C 0.436 -0.071 0.234
O 0.015 -0.567 1.349
N -0.461 0.425 -0.598
C -2.018 -0.064 0.055
O -2.947 0.178 -0.615
H 2.357 -0.400 0.759
H 2.169 0.450 -0.732
H -0.187 0.694 -1.535
H -1.118 -0.513 1.118
```

Calculated values
Calculated total energy, Eh: -338.5738
M, g/mol: 88.07
E_LUMO, Eh: 0.0238
Relative energy (zero: lowest compared OMol25 entry of this formula, charge and spin), kcal per mole: 49.8
Orbital gap, eV: 9.5544
Spin multiplicity: 1
HOMO energy, eV: -8.91

DFT (the ωB97M-V functional and the def2-TZVPD basis) results for a 2-piece molecular cluster, C5H11NO overall in a non-equilibrium geometry.

Structure (XYZ):
```
18
Properties=species:S:1:pos:R:3
C -1.642 -2.982 -0.928
C -0.962 -1.842 -0.243
C -0.485 -0.765 -0.865
C 0.259 0.335 -0.207
C 0.169 1.523 -0.800
N 0.838 2.693 -0.382
H -2.346 -2.594 -1.659
H -0.882 -3.648 -1.358
H -2.153 -3.712 -0.297
H -0.665 -1.918 0.802
H -0.684 -0.615 -1.926
H 0.834 0.045 0.651
H -0.298 1.680 -1.757
H 0.249 3.499 -0.496
H 1.337 2.599 0.486
O 1.529 0.850 2.521
H 0.966 0.311 3.087
H 1.376 1.753 2.845
```

Calculated values
Calculated total energy, Eh: -327.0536
M, g/mol: 101.15
E_LUMO, Eh: 0.0241
Relative energy (zero: lowest compared OMol25 entry of this formula, charge and spin), kcal per mole: 48.8
Orbital gap, eV: 8.0626
SMILES string: C/C=C/C=C/N.O
Spin multiplicity: 1
HOMO energy, eV: -7.41

DFT (the ωB97M-V functional and the def2-TZVPD basis) results for a 2-piece molecular cluster, C4H14N4 overall.

Structure (XYZ):
```
22
Properties=species:S:1:pos:R:3
C 2.137 0.496 -0.597
N 0.799 0.781 -0.124
N 0.312 1.910 -0.800
N 0.872 1.055 1.340
N -0.402 1.122 1.929
H 2.078 0.341 -1.672
H 2.503 -0.410 -0.117
H 2.835 1.317 -0.388
H 0.802 2.766 -0.522
H -0.679 2.010 -0.602
H 1.346 0.248 1.738
H -1.022 0.380 1.609
H -0.817 2.019 1.704
C -2.282 -0.805 -0.012
C -1.276 -1.183 -0.778
C -0.350 -2.306 -0.459
H -2.517 -1.312 0.912
H -2.936 0.008 -0.284
H -1.070 -0.661 -1.703
H -0.556 -2.720 0.524
H -0.457 -3.097 -1.202
H 0.679 -1.958 -0.494
```

Calculated values
Calculated total energy, Eh: -379.6985
M, g/mol: 118.18
E_LUMO, Eh: 0.0383
Relative energy (zero: lowest compared OMol25 entry of this formula, charge and spin), kcal per mole: 84.9
Orbital gap, eV: 9.2067
SMILES string: CN(N)NN.C=CC
Spin multiplicity: 1
HOMO energy, eV: -8.16

DFT (the ωB97M-V functional and the def2-TZVPD basis) results for a 10-piece molecular cluster, C4H28N2O10S overall in a non-equilibrium geometry.

Structure (XYZ):
```
45
Properties=species:S:1:pos:R:3
N -0.525 -0.905 1.940
C 0.455 -0.910 0.866
N 0.489 0.385 0.241
C 1.324 0.811 -0.734
O 1.114 1.933 -1.212
C 2.436 -0.091 -1.227
C 3.784 0.257 -0.653
S 4.393 1.979 -0.900
H -0.958 -1.816 1.942
H -1.246 -0.196 1.910
H 0.129 -1.607 0.103
H 1.408 -1.288 1.237
H -0.215 1.095 0.401
H 2.169 -1.126 -0.996
H 2.267 -0.060 -2.307
H 4.598 -0.237 -1.178
H 3.908 -0.048 0.384
H 3.286 2.665 -0.565
O -1.995 -0.754 -0.950
H -2.974 -0.832 -0.917
H -1.929 0.212 -0.840
O -4.712 -0.748 -0.391
H -4.497 0.182 -0.249
H -4.844 -1.045 0.520
O -0.009 -1.414 -2.740
H -0.478 -0.931 -2.016
H -0.721 -1.353 -3.391
O -1.852 1.968 -1.102
H -2.136 2.688 -0.543
H -0.937 2.149 -1.365
O -1.994 2.140 2.194
H -1.213 2.279 2.740
H -2.804 2.573 2.459
O -0.064 3.961 -0.028
H -0.327 3.877 0.885
H 0.566 3.360 -0.466
O 0.701 -3.882 0.913
H -0.072 -4.457 0.978
H 0.779 -3.755 -0.046
O 0.958 1.518 3.784
H 0.924 0.736 3.215
H 1.736 1.445 4.341
O -0.027 -3.766 -1.943
H 0.035 -2.914 -2.399
H -0.929 -4.082 -1.894
```

Calculated values
Calculated total energy, Eh: -1429.3119
M, g/mol: 296.34
E_LUMO, Eh: -0.0054
Relative energy (zero: lowest compared OMol25 entry of this formula, charge and spin), kcal per mole: 70.8
Orbital gap, eV: 8.8184
SMILES string: NCNC(=O)CCS.O.O.O.O.O.O.O.O.O
Spin multiplicity: 1
HOMO energy, eV: -8.97

DFT (the ωB97M-V functional and the def2-TZVPD basis) results for a 10-piece molecular cluster, C40H69F10NO15S2 overall in a non-equilibrium geometry.

Structure (XYZ):
```
137
Properties=species:S:1:pos:R:3
C -2.919 5.219 -6.394
C -2.758 4.198 -5.547
C -3.410 4.143 -4.227
O -3.550 5.110 -3.530
O -3.799 2.906 -3.838
C -3.232 2.435 -2.594
C -2.529 1.108 -2.795
C -1.483 0.887 -1.704
C -0.797 -0.480 -1.865
C -0.197 -0.999 -0.558
C 1.097 -0.255 -0.216
N 2.060 -1.162 0.516
S 3.121 -1.784 -0.614
O 2.338 -2.342 -1.657
O 4.147 -0.867 -0.945
F 3.748 -2.974 0.144
S 2.711 -0.348 1.863
O 3.629 0.687 1.531
O 1.573 0.005 2.648
C 3.546 -1.678 2.913
F 3.366 -1.281 4.171
F 2.820 -2.792 2.727
C 5.066 -2.002 2.637
F 5.154 -3.326 2.385
F 5.536 -1.343 1.569
C 6.028 -1.733 3.827
F 5.622 -2.399 4.916
F 7.220 -2.250 3.462
C 6.274 -0.221 4.152
F 5.215 0.519 3.880
F 6.561 -0.096 5.443
F 7.300 0.229 3.463
H -3.802 5.833 -6.369
H -2.130 5.446 -7.102
H -2.147 3.337 -5.802
H -4.036 2.354 -1.860
H -2.537 3.185 -2.210
H -2.060 1.081 -3.781
H -3.250 0.295 -2.720
H -1.969 0.909 -0.726
H -0.719 1.664 -1.794
H 0.017 -0.381 -2.586
H -1.510 -1.207 -2.252
H -0.895 -0.925 0.276
H 0.050 -2.054 -0.679
H 0.862 0.589 0.429
H 1.572 0.151 -1.110
C -6.595 0.813 -0.114
C -5.848 -0.217 -0.927
C -6.671 -1.155 -1.767
O -4.638 -0.278 -0.907
H -5.887 1.425 0.441
H -7.183 1.453 -0.773
H -7.269 0.318 0.587
H -7.259 -0.592 -2.487
H -7.345 -1.732 -1.130
H -6.014 -1.833 -2.301
C 2.211 -2.125 6.693
C 1.566 -2.413 8.030
C 2.195 -3.495 8.875
O 0.598 -1.793 8.398
H 1.654 -1.337 6.194
H 3.245 -1.805 6.835
H 2.199 -3.022 6.071
H 3.230 -3.235 9.106
H 2.179 -4.446 8.340
H 1.638 -3.600 9.803
C 0.809 7.701 -5.790
C 1.074 6.282 -6.229
C 2.269 5.592 -5.616
O 0.362 5.723 -7.030
H -0.074 8.079 -6.298
H 0.642 7.733 -4.712
H 1.664 8.335 -6.032
H 2.158 5.546 -4.531
H 3.181 6.143 -5.851
H 2.348 4.582 -6.011
C 1.003 -1.859 -7.038
C 0.525 -1.777 -5.607
C 1.301 -2.570 -4.582
O -0.432 -1.107 -5.299
H 0.365 -1.247 -7.670
H 2.031 -1.500 -7.110
H 0.970 -2.893 -7.385
H 2.340 -2.238 -4.555
H 1.277 -3.632 -4.836
H 0.860 -2.430 -3.601
C -4.999 8.596 -8.782
C -5.513 7.179 -8.692
C -6.601 6.786 -9.661
O -5.072 6.398 -7.882
H -4.224 8.750 -8.036
H -4.585 8.781 -9.775
H -5.813 9.301 -8.606
H -6.249 6.902 -10.687
H -7.476 7.421 -9.518
H -6.879 5.749 -9.492
C 0.625 -5.329 -0.949
C 0.030 -5.290 0.438
C 0.657 -6.196 1.472
O -0.898 -4.567 0.709
H 0.091 -4.632 -1.591
H 1.677 -5.041 -0.907
H 0.548 -6.333 -1.370
H 1.712 -5.946 1.599
H 0.580 -7.237 1.155
H 0.142 -6.073 2.422
C 3.141 -2.594 12.710
C 2.258 -1.401 12.988
C 1.638 -0.719 11.793
O 2.053 -1.016 14.116
H 3.519 -2.985 13.652
H 2.566 -3.372 12.205
H 3.976 -2.302 12.074
H 1.026 -1.429 11.233
H 2.418 -0.335 11.133
H 1.012 0.103 12.132
C 6.645 0.220 9.731
C 6.180 -1.214 9.728
C 7.087 -2.226 9.074
O 5.129 -1.542 10.231
H 5.907 0.843 10.231
H 7.599 0.303 10.254
H 6.777 0.571 8.706
H 8.057 -2.236 9.573
H 7.237 -1.972 8.026
H 6.639 -3.215 9.142
C -6.452 -1.570 -6.957
C -6.764 -2.199 -5.621
C -6.715 -3.707 -5.551
O -7.035 -1.530 -4.652
H -6.518 -0.488 -6.872
H -5.445 -1.843 -7.274
H -7.163 -1.917 -7.708
H -5.718 -4.062 -5.815
H -7.436 -4.138 -6.248
H -6.955 -4.033 -4.542
```

Calculated values
Calculated total energy, Eh: -4543.8255
M, g/mol: 1058.10
E_LUMO, Eh: 0.0111
Orbital gap, eV: 9.3026
SMILES string: C=CC(=O)OCCCCCCN(S(=O)(=O)F)S(=O)(=O)C(F)(F)C(F)(F)C(F)(F)C(F)(F)F.CC(C)=O.CC(C)=O.CC(C)=O.CC(C)=O.CC(C)=O.CC(C)=O.CC(C)=O.CC(C)=O.CC(C)=O
Spin multiplicity: 1
HOMO energy, eV: -9.00